[1]
This record from OMol25 describes a structure of composition C51H37BaN11S. The level of theory is ωB97M-V/def2-TZVPD.

For the energy above the lowest of the compared OMol25 structures with the same formula, charge and spin, the calculation gives 398.2 kJ/mol. The charge is 0. For the max |F|, the calculation gives 3.3 eV/A. The highest occupied orbital energy (spin up / spin down) is -5.7 / -5.7 eV. Its spin multiplicity is 1. The lowest unoccupied orbital energy (spin up / spin down) is -1.06 / -1.06 eV.

Positions of all 101 atoms, in Å:
Ba 0.728 0.810 0.525
C 3.334 -1.052 6.772
C 3.337 0.308 7.061
C 2.869 1.240 6.136
C 2.413 0.759 4.925
C 1.847 1.463 3.732
N 1.582 0.537 2.829
C 1.840 -0.775 3.254
N 1.721 -1.872 2.587
C 1.045 -1.987 1.311
C 1.518 -2.677 0.168
C 2.690 -3.422 -0.084
C 2.893 -3.930 -1.336
C 1.947 -3.711 -2.376
C 0.802 -2.995 -2.167
C 0.564 -2.454 -0.879
C -0.464 -1.688 -0.284
N -1.682 -1.171 -0.884
C -2.324 0.124 -0.697
N -1.578 1.134 -0.254
C -2.315 2.238 -0.060
N -1.859 3.463 0.483
C -0.859 3.713 1.250
N 0.063 2.804 1.863
C 0.833 3.375 2.754
N 1.672 2.790 3.669
C 0.551 4.837 2.745
C 1.100 5.879 3.463
C 0.602 7.157 3.222
C -0.419 7.365 2.299
C -0.979 6.309 1.587
C -0.480 5.041 1.817
C -3.639 1.954 -0.474
C -4.828 2.707 -0.517
C -5.989 2.109 -0.920
C -6.018 0.732 -1.267
C -4.889 -0.039 -1.228
C -3.660 0.556 -0.852
N -0.172 -1.452 1.033
C 2.409 -0.611 4.630
C 2.863 -1.533 5.553
H 3.697 -1.749 7.516
H 3.702 0.644 8.023
H 2.848 2.301 6.345
H 3.404 -3.590 0.714
H 3.780 -4.509 -1.554
H 2.152 -4.117 -3.358
H 0.114 -2.822 -2.986
H 1.883 5.700 4.187
H 1.007 8.004 3.759
H -0.786 8.371 2.139
H -1.779 6.468 0.877
H -4.810 3.751 -0.230
H -6.910 2.676 -0.961
H -6.962 0.282 -1.550
H -4.964 -1.096 -1.458
H 2.848 -2.593 5.336
C 4.798 -0.471 0.903
N 5.462 0.860 0.824
C 5.776 1.368 2.184
C 4.669 1.914 0.028
C 4.213 1.369 -1.289
C 5.163 1.258 -2.307
C 4.821 0.621 -3.486
C 3.531 0.123 -3.625
C 2.601 0.282 -2.606
C 2.881 0.912 -1.378
H 5.478 -1.153 1.408
H 4.550 -0.810 -0.098
H 3.896 -0.345 1.486
H 6.332 0.729 0.310
H 4.835 1.520 2.710
H 6.310 2.311 2.093
H 6.380 0.633 2.711
H 5.367 2.753 -0.030
H 3.834 2.185 0.676
H 6.163 1.670 -2.189
H 5.541 0.521 -4.288
H 3.253 -0.382 -4.544
H 1.608 -0.125 -2.796
S -4.235 -4.846 -4.721
C -3.478 -3.733 -3.573
C -2.949 -4.207 -2.374
C -2.356 -3.347 -1.487
N -2.281 -2.017 -1.769
C -2.778 -1.530 -2.939
C -3.366 -2.371 -3.844
C -5.936 -4.374 -4.513
C -6.557 -3.551 -5.442
C -7.892 -3.225 -5.250
N -8.613 -3.654 -4.222
C -8.011 -4.447 -3.342
C -6.686 -4.840 -3.442
H -3.001 -5.254 -2.113
H -1.924 -3.643 -0.544
H -2.670 -0.465 -3.073
H -3.736 -1.948 -4.767
H -6.020 -3.175 -6.302
H -8.398 -2.582 -5.962
H -8.615 -4.793 -2.511
H -6.254 -5.498 -2.699

Here are the Mulliken charges for atoms 1 to 99, given in e: atom 1 (Ba): 2.607, atom 2 (C): -0.581, atom 3 (C): -0.628, atom 4 (C): -0.072, atom 5 (C): 0.273, atom 6 (C): -0.537, atom 7 (N): 0.130, atom 8 (C): -0.459, atom 9 (N): -0.505, atom 10 (C): -0.240, atom 11 (C): -0.228, atom 12 (C): -0.184, atom 13 (C): -0.715, atom 14 (C): -0.866, atom 15 (C): 0.131, atom 16 (C): 1.124, atom 17 (C): -1.260, atom 18 (N): 0.537, atom 19 (C): -0.878, atom 20 (N): -0.350, atom 21 (C): -0.785, atom 22 (N): -0.535, atom 23 (C): -0.124, atom 24 (N): -0.550, atom 25 (C): 0.044, atom 26 (N): -0.702, atom 27 (C): 0.297, atom 28 (C): -0.094, atom 29 (C): -0.596, atom 30 (C): -0.577, atom 31 (C): -0.113, atom 32 (C): -0.073, atom 33 (C): 0.157, atom 34 (C): -0.239, atom 35 (C): -0.672, atom 36 (C): -0.784, atom 37 (C): -0.228, atom 38 (C): 0.996, atom 39 (N): -1.132, atom 40 (C): 0.061, atom 41 (C): -0.175, atom 42 (H): 0.411, atom 43 (H): 0.409, atom 44 (H): 0.563, atom 45 (H): 0.577, atom 46 (H): 0.392, atom 47 (H): 0.434, atom 48 (H): 0.409, atom 49 (H): 0.542, atom 50 (H): 0.397, atom 51 (H): 0.393, atom 52 (H): 0.540, atom 53 (H): 0.521, atom 54 (H): 0.391, atom 55 (H): 0.455, atom 56 (H): 0.505, atom 57 (H): 0.563, atom 58 (C): -1.140, atom 59 (N): 0.051, atom 60 (C): -0.770, atom 61 (C): -0.926, atom 62 (C): -0.158, atom 63 (C): -0.589, atom 64 (C): -0.658, atom 65 (C): -0.704, atom 66 (C): -0.530, atom 67 (C): 0.394, atom 68 (H): 0.417, atom 69 (H): 0.360, atom 70 (H): 0.432, atom 71 (H): 0.405, atom 72 (H): 0.302, atom 73 (H): 0.350, atom 74 (H): 0.332, atom 75 (H): 0.574, atom 76 (H): 0.058, atom 77 (H): 0.397, atom 78 (H): 0.397, atom 79 (H): 0.392, atom 80 (H): 0.298, atom 81 (S): -0.128, atom 82 (C): 0.147, atom 83 (C): -0.624, atom 84 (C): -0.261, atom 85 (N): 1.280, atom 86 (C): -0.538, atom 87 (C): -1.019, atom 88 (C): 0.308, atom 89 (C): -0.081, atom 90 (C): -0.408, atom 91 (N): -0.576, atom 92 (C): -0.425, atom 93 (C): -0.218, atom 94 (H): 0.503, atom 95 (H): 0.562, atom 96 (H): 0.831, atom 97 (H): 0.456, atom 98 (H): 0.410, atom 99 (H): 0.366

=====

[2]
This record from OMol25 describes a structure of composition C32H35As2Cl4FeO3Si. The level of theory is ωB97M-V/def2-TZVPD.

For the energy above the lowest of the compared OMol25 structures with the same formula, charge and spin, the calculation gives 0.0 kJ/mol. The charge is -1. For the max |F|, the calculation gives 0.8 eV/A. The highest occupied orbital energy (spin up / spin down) is -4.0 / -4.1 eV. Its spin multiplicity is 5. The lowest unoccupied orbital energy (spin up / spin down) is 2.32 / 2.31 eV.

Positions of all 78 atoms, in Å:
Fe 0.347 0.484 -1.803
Cl 3.626 6.281 -2.675
C 3.251 4.586 -2.614
C 4.261 3.646 -2.557
Cl 5.928 4.137 -2.543
C 3.934 2.280 -2.499
Cl 5.176 1.065 -2.410
C 2.616 1.849 -2.495
O 2.256 0.590 -2.422
C 1.569 2.822 -2.545
O 0.338 2.374 -2.491
C 1.910 4.166 -2.608
Cl 0.613 5.323 -2.650
C -3.844 0.888 -2.110
As -2.087 0.118 -2.407
C -2.375 -0.405 -4.268
C -2.302 -1.664 -1.593
C -3.449 -2.013 -0.887
C -3.583 -3.275 -0.323
C -2.574 -4.213 -0.475
C -1.417 -3.868 -1.160
C -1.260 -2.597 -1.701
As 0.430 -2.052 -2.535
C 0.679 -3.474 -3.828
C 1.708 -2.610 -1.174
H -4.618 0.191 -2.430
H -3.895 1.796 -2.710
H -3.980 1.158 -1.065
H -3.266 -1.028 -4.345
H -1.508 -0.950 -4.637
H -2.497 0.497 -4.866
H -4.250 -1.295 -0.760
H -4.479 -3.523 0.233
H -2.675 -5.201 -0.042
H -0.614 -4.593 -1.242
H 0.670 -4.434 -3.312
H 1.641 -3.328 -4.315
H -0.113 -3.446 -4.574
H 1.528 -3.634 -0.842
H 1.639 -1.928 -0.330
H 2.699 -2.516 -1.617
C 2.323 1.983 3.215
C 1.901 1.603 1.792
C 1.574 2.896 1.028
C 3.072 0.885 1.099
Si 0.382 0.492 1.604
O 0.136 0.205 0.040
C 0.508 -1.172 2.502
C -0.213 -2.233 1.939
C -0.235 -3.491 2.525
C 0.467 -3.723 3.701
C 1.175 -2.684 4.288
C 1.188 -1.426 3.696
C -1.177 1.293 2.315
C -2.291 1.408 1.478
C -3.498 1.921 1.938
C -3.617 2.336 3.257
C -2.526 2.229 4.109
C -1.326 1.709 3.641
H 3.171 2.676 3.166
H 2.650 1.122 3.799
H 1.526 2.491 3.762
H 2.464 3.534 0.972
H 0.782 3.465 1.524
H 1.246 2.702 0.005
H 3.950 1.541 1.076
H 2.840 0.616 0.067
H 3.350 -0.031 1.630
H -0.767 -2.060 1.023
H -0.801 -4.292 2.062
H 0.456 -4.704 4.160
H 1.719 -2.852 5.210
H 1.739 -0.635 4.186
H -2.192 1.089 0.447
H -4.348 2.001 1.269
H -4.555 2.738 3.621
H -2.611 2.548 5.141
H -0.496 1.617 4.332

So, what does the Mulliken scheme give us? The charges, in e, come out as: atom 1 (Fe): -0.018, atom 2 (Cl): -0.246, atom 3 (C): 0.266, atom 4 (C): 0.312, atom 5 (Cl): -0.246, atom 6 (C): 0.324, atom 7 (Cl): -0.236, atom 8 (C): 0.081, atom 9 (O): -0.916, atom 10 (C): -0.347, atom 11 (O): -0.704, atom 12 (C): 0.335, atom 13 (Cl): -0.239, atom 14 (C): -1.135, atom 15 (As): 0.936, atom 16 (C): -1.183, atom 17 (C): 0.328, atom 18 (C): -0.489, atom 19 (C): -0.710, atom 20 (C): -0.789, atom 21 (C): -0.408, atom 22 (C): -0.179, atom 23 (As): 0.943, atom 24 (C): -1.242, atom 25 (C): -0.786, atom 26 (H): 0.427, atom 27 (H): 0.405, atom 28 (H): 0.082, atom 29 (H): 0.384, atom 30 (H): 0.318, atom 31 (H): 0.450, atom 32 (H): 0.282, atom 33 (H): 0.392, atom 34 (H): 0.420, atom 35 (H): 0.224, atom 36 (H): 0.348, atom 37 (H): 0.418, atom 38 (H): 0.353, atom 39 (H): 0.458, atom 40 (H): -0.245, atom 41 (H): 0.452, atom 42 (C): -1.958, atom 43 (C): 2.363, atom 44 (C): -1.881, atom 45 (C): -1.610, atom 46 (Si): -2.658, atom 47 (O): 2.835, atom 48 (C): 0.482, atom 49 (C): 0.297, atom 50 (C): -0.609, atom 51 (C): -0.544, atom 52 (C): -0.732, atom 53 (C): -0.265, atom 54 (C): 0.695, atom 55 (C): 0.763, atom 56 (C): -0.636, atom 57 (C): -0.596, atom 58 (C): -0.778, atom 59 (C): -0.395, atom 60 (H): 0.521, atom 61 (H): 0.338, atom 62 (H): 0.294, atom 63 (H): 0.503, atom 64 (H): 0.307, atom 65 (H): 0.237, atom 66 (H): 0.492, atom 67 (H): 0.044, atom 68 (H): 0.305, atom 69 (H): 0.265, atom 70 (H): 0.377, atom 71 (H): 0.360, atom 72 (H): 0.396, atom 73 (H): 0.080, atom 74 (H): -0.438, atom 75 (H): 0.314, atom 76 (H): 0.369, atom 77 (H): 0.391, atom 78 (H): 0.254

=====

[3]
This record from OMol25 describes a cluster of 2 separate species, C8H10N2 in total. The level of theory is ωB97M-V/def2-TZVPD.

The charge is +1. For the max |F|, the calculation gives 3.1 eV/A. The highest occupied orbital energy (spin up / spin down) is -10.5 / -10.5 eV. Its spin multiplicity is 2. The lowest unoccupied orbital energy (spin up / spin down) is -3.91 / -8.10 eV.

Positions of all 20 atoms, in Å:
N 8.365 2.532 13.785
C 7.456 3.017 12.955
C 7.217 2.070 11.965
C 8.305 1.175 12.004
C 8.940 1.404 13.216
H 8.680 3.045 14.596
H 6.838 3.840 13.281
H 6.394 2.072 11.266
H 8.486 0.295 11.405
H 9.687 0.885 13.798
N 13.112 -0.128 10.292
C 14.020 -0.402 9.331
C 13.556 -1.361 8.518
C 12.327 -1.724 9.104
C 12.006 -0.862 10.123
H 13.272 0.534 11.038
H 14.981 0.083 9.251
H 14.150 -1.856 7.764
H 11.713 -2.509 8.689
H 11.079 -0.707 10.655

So, what does the Mulliken scheme give us? The charges, in e, come out as: atom 1 (N): -0.004, atom 2 (C): -0.205, atom 3 (C): -0.404, atom 4 (C): -0.182, atom 5 (C): -0.085, atom 6 (H): 0.255, atom 7 (H): 0.385, atom 8 (H): 0.394, atom 9 (H): 0.416, atom 10 (H): 0.423, atom 11 (N): 0.010, atom 12 (C): -0.324, atom 13 (C): -0.461, atom 14 (C): -0.356, atom 15 (C): -0.338, atom 16 (H): 0.191, atom 17 (H): 0.363, atom 18 (H): 0.384, atom 19 (H): 0.360, atom 20 (H): 0.181

=====

[4]
This record from OMol25 describes a cluster of 3 separate species, C25H48ClN2O17PS in total. The level of theory is ωB97M-V/def2-TZVPD.

For the energy above the lowest of the compared OMol25 structures with the same formula, charge and spin, the calculation gives 0.0 kJ/mol. As for the SMILES: CC[C@H](C)[C@@]1(N(C(C)=O)C(C)=O)[C@@](C)(COCOCCO)[C@](N)(Cl)S(=O)(=O)O[C@]1(CCO)P(O)O.COC(=O)OC.COC(=O)OC. The charge is 0. For the max |F|, the calculation gives 2.0 eV/A. The highest occupied orbital energy is -8.4 eV. Its spin multiplicity is 1. The lowest unoccupied orbital energy is 0.27 eV.

Positions of all 95 atoms, in Å:
C 1.236 1.851 3.006
C 0.788 1.934 1.535
C 1.002 0.584 0.814
C 2.499 0.213 0.740
C 0.133 0.270 -0.475
N 1.051 0.200 -1.681
C 1.669 1.396 -2.247
C 2.747 2.185 -1.563
O 1.314 1.750 -3.339
C 1.704 -0.880 -2.387
C 1.450 -1.029 -3.867
O 2.608 -1.507 -1.900
C -0.608 -1.095 -0.150
C 0.407 -2.199 0.249
C -1.568 -1.106 1.098
O -1.466 -0.036 2.055
C -2.675 0.161 2.737
O -3.221 -1.020 3.282
C -4.623 -1.136 3.084
C -4.995 -1.980 1.871
O -5.283 -1.098 0.784
C -1.440 -1.636 -1.404
N -2.658 -2.276 -0.999
Cl -0.547 -2.942 -2.344
S -2.023 -0.356 -2.659
O -1.637 -0.819 -3.953
O -3.440 -0.203 -2.477
O -1.325 1.007 -2.333
C -0.962 1.319 -0.935
C -2.322 1.417 -0.216
C -3.365 2.310 -0.915
O -3.813 3.355 -0.031
P -0.313 3.169 -1.082
O -0.898 3.672 -2.519
O -1.160 3.888 0.110
H 2.310 2.027 3.067
H 0.702 2.628 3.552
H 1.018 0.883 3.456
H -0.287 2.092 1.545
H 1.325 2.764 1.079
H 0.703 -0.065 1.633
H 2.959 0.191 -0.232
H 3.057 0.942 1.334
H 2.706 -0.751 1.208
H 3.635 1.569 -1.412
H 3.033 3.009 -2.211
H 2.453 2.579 -0.598
H 2.414 -0.779 -4.323
H 1.241 -2.059 -4.122
H 0.738 -0.316 -4.257
H -0.153 -3.130 0.372
H 0.809 -2.002 1.242
H 1.222 -2.390 -0.431
H -1.444 -2.029 1.667
H -2.609 -1.126 0.790
H -3.394 0.668 2.085
H -2.445 0.833 3.569
H -5.049 -1.557 3.997
H -5.100 -0.163 2.944
H -5.861 -2.602 2.104
H -4.128 -2.589 1.601
H -6.009 -1.447 0.261
H -3.132 -2.649 -1.811
H -2.446 -3.025 -0.351
H -2.840 0.469 -0.111
H -2.214 1.809 0.787
H -4.236 1.702 -1.159
H -3.030 2.716 -1.870
H -4.752 3.478 -0.192
H -1.799 4.022 -2.476
H -1.672 4.660 -0.161
C 4.585 -3.203 -5.142
O 4.879 -3.005 -6.528
C 5.777 -2.053 -6.766
O 6.333 -1.382 -5.937
O 5.957 -1.970 -8.084
C 6.903 -0.977 -8.484
H 3.846 -3.997 -5.089
H 5.477 -3.510 -4.599
H 4.173 -2.299 -4.702
H 7.886 -1.193 -8.069
H 6.577 0.013 -8.171
H 6.947 -1.021 -9.568
C -0.676 2.165 8.719
O -0.478 1.734 7.371
C -0.439 0.410 7.220
O -0.555 -0.402 8.098
O -0.250 0.146 5.929
C -0.195 -1.251 5.622
H -0.686 3.250 8.691
H -1.627 1.800 9.103
H 0.137 1.823 9.355
H -1.141 -1.726 5.874
H 0.617 -1.747 6.149
H -0.035 -1.333 4.550

So, what does the Mulliken scheme give us? The charges, in e, come out as: atom 1 (C): -1.715, atom 2 (C): -0.052, atom 3 (C): 1.349, atom 4 (C): -1.581, atom 5 (C): 0.908, atom 6 (N): 2.551, atom 7 (C): 0.334, atom 8 (C): -1.470, atom 9 (O): -0.495, atom 10 (C): 0.430, atom 11 (C): -1.980, atom 12 (O): -0.604, atom 13 (C): 0.317, atom 14 (C): -1.560, atom 15 (C): -2.185, atom 16 (O): 0.547, atom 17 (C): -0.802, atom 18 (O): -0.341, atom 19 (C): -0.727, atom 20 (C): -0.161, atom 21 (O): -0.456, atom 22 (C): 0.340, atom 23 (N): -0.151, atom 24 (Cl): -0.198, atom 25 (S): 1.333, atom 26 (O): -0.765, atom 27 (O): -0.733, atom 28 (O): -0.213, atom 29 (C): -0.084, atom 30 (C): -0.118, atom 31 (C): -1.926, atom 32 (O): -0.548, atom 33 (P): -0.010, atom 34 (O): -0.504, atom 35 (O): -0.498, atom 36 (H): 0.389, atom 37 (H): 0.576, atom 38 (H): 0.185, atom 39 (H): -0.001, atom 40 (H): 0.314, atom 41 (H): -0.529, atom 42 (H): 0.210, atom 43 (H): 0.447, atom 44 (H): 0.289, atom 45 (H): 0.412, atom 46 (H): 0.498, atom 47 (H): 0.117, atom 48 (H): 0.336, atom 49 (H): 0.461, atom 50 (H): 0.367, atom 51 (H): 0.678, atom 52 (H): 0.261, atom 53 (H): 0.108, atom 54 (H): 0.981, atom 55 (H): -0.405, atom 56 (H): 0.453, atom 57 (H): 0.255, atom 58 (H): 0.433, atom 59 (H): 0.371, atom 60 (H): 0.538, atom 61 (H): -0.002, atom 62 (H): 0.252, atom 63 (H): 0.326, atom 64 (H): 0.301, atom 65 (H): 0.392, atom 66 (H): 0.828, atom 67 (H): 0.755, atom 68 (H): 0.042, atom 69 (H): 0.385, atom 70 (H): 0.375, atom 71 (H): 0.381, atom 72 (C): -0.394, atom 73 (O): -0.330, atom 74 (C): 0.798, atom 75 (O): -0.546, atom 76 (O): -0.327, atom 77 (C): -0.629, atom 78 (H): 0.232, atom 79 (H): 0.325, atom 80 (H): 0.084, atom 81 (H): 0.291, atom 82 (H): 0.296, atom 83 (H): 0.214, atom 84 (C): -0.667, atom 85 (O): -0.279, atom 86 (C): 0.673, atom 87 (O): -0.558, atom 88 (O): -0.132, atom 89 (C): -0.454, atom 90 (H): 0.223, atom 91 (H): 0.289, atom 92 (H): 0.293, atom 93 (H): 0.332, atom 94 (H): 0.399, atom 95 (H): -0.145